[1]
Computed, not measured: a molecular structure, C31H26I2N2ORbTe2, with ωB97M-V/def2-TZVPD.

Element x y z (Å)
I 1.42 -4.24 0.61
I -0.79 -7.21 -4.13
Te 2.52 -0.39 -1.41
Te -2.80 2.06 2.68
Rb -1.12 -0.18 0.39
O 0.02 -1.91 -1.01
N -3.86 1.07 -1.25
N -2.53 -1.26 -2.58
C -0.44 0.45 6.02
C -4.28 0.44 -2.35
C -6.57 0.89 -1.82
C -6.13 1.55 -0.69
C 2.21 0.28 0.57
C -5.62 0.32 -2.67
C 4.31 2.14 -1.41
C -1.48 1.85 4.33
C 0.19 -5.43 -1.88
C -0.52 -5.43 -3.07
C 0.02 2.80 5.99
C -3.21 -0.16 -3.23
C -0.14 -3.01 -1.64
C 5.47 2.87 -1.59
C 1.37 1.95 2.11
C 5.46 0.14 -2.06
C -0.82 2.94 4.89
C 2.49 0.01 2.95
C 0.38 -4.25 -1.19
C 1.56 1.49 0.81
C -0.87 -3.06 -2.87
C 6.63 2.24 -2.02
C 6.62 0.87 -2.26
C -1.05 -4.24 -3.56
C 2.68 -0.46 1.65
C 4.29 0.76 -1.64
C -1.42 -1.76 -3.39
C -4.77 1.62 -0.45
C 1.84 1.21 3.18
C 0.22 1.55 6.56
C -1.27 0.60 4.92
H 7.54 2.81 -2.16
H 5.47 -0.93 -2.22
H 2.85 -0.58 3.79
H -5.91 -0.20 -3.57
H 0.52 3.67 6.40
H -2.46 0.62 -3.43
H 5.47 3.93 -1.40
H -4.39 2.13 0.42
H -7.62 0.80 -2.05
H 0.61 -6.35 -1.49
H -0.63 -1.00 -3.36
H 0.87 1.43 7.42
H 7.52 0.37 -2.59
H 0.81 2.86 2.28
H -0.30 -0.54 6.45
H -3.18 -2.03 -2.41
H 1.66 1.55 4.19
H 3.18 -1.41 1.48
H -1.78 -0.27 4.52
H -0.97 3.93 4.46
H -1.72 -1.89 -4.44
H 1.15 2.05 -0.02
H -6.82 2.01 0.00
H -3.66 -0.44 -4.20
H -1.60 -4.23 -4.49
H 3.41 2.64 -1.09

Results
Total charge = -1
E_HOMO = -3.89 eV
E = -2537.256861 hartree
Frontier orbital gap = 0.217 Ha
Molar mass = 1037.04 g/mol

***

[2]
Computed, not measured: C3H3N5 in the gas phase in a non-equilibrium geometry, with ωB97M-V/def2-TZVPD.

Element x y z (Å)
N -2.30 -0.38 -0.42
N 1.54 0.65 -0.35
N 1.65 -0.52 -0.52
N -0.77 1.29 0.29
N 0.94 -1.44 0.20
C -0.25 -1.14 0.52
C 0.57 1.46 0.29
C -1.14 -0.05 -0.06
H -2.90 0.41 -0.94
H 1.00 2.48 0.73
H -0.63 -1.76 1.40

Results
Energy above the lowest of the compared OMol25 structures with the same formula, charge and spin = 359.4 kJ/mol
E_HOMO = -9.54 eV
E = -389.731786 hartree
Frontier orbital gap = 0.306 Ha
Molar mass = 109.09 g/mol

***

[3]
Computed, not measured: C5H10FNO in the gas phase in a non-equilibrium geometry, with ωB97M-V/def2-TZVPD.

Element x y z (Å)
F 3.14 0.08 -0.35
O -1.25 -1.26 -0.97
N -0.79 2.15 -0.38
C 1.02 -0.53 -0.59
C 2.02 -0.02 0.39
C -1.04 -1.59 0.46
C -0.55 -0.32 -0.25
C -0.99 0.89 0.36
H -1.60 2.82 -0.14
H 2.11 -0.87 1.20
H -1.96 0.81 0.77
H -1.02 1.90 -1.40
H 1.00 -0.07 -1.79
H 0.82 -1.66 -0.87
H -0.30 -2.46 0.51
H -0.18 0.72 1.10
H 1.63 0.97 0.88
H -2.06 -1.56 1.04

Results
Energy above the lowest of the compared OMol25 structures with the same formula, charge and spin = 372.3 kJ/mol
E_HOMO = -10.00 eV
E = -426.218542 hartree
Frontier orbital gap = 0.398 Ha
Molar mass = 119.14 g/mol

***

[4]
Computed, not measured: a molecular structure, C3H9NO2S in a non-equilibrium geometry, with ωB97M-V/def2-TZVPD.

Element x y z (Å)
S 1.61 0.18 -2.10
O 0.33 0.91 1.08
O 2.89 -0.31 -2.56
N 0.44 -0.65 -2.55
C -0.95 -0.50 -2.21
C 0.83 1.35 2.08
C 1.91 0.52 2.76
H 2.28 -0.32 2.17
H 0.66 2.32 2.64
H 2.70 1.23 3.13
H -1.02 -0.18 -1.19
H -4.89 -2.11 -0.74
H -1.36 0.27 -2.92
H -5.36 -1.48 -0.86
H 1.58 0.05 3.66
H -1.65 -1.28 -2.39

Results
Energy above the lowest of the compared OMol25 structures with the same formula, charge and spin = 413.1 kJ/mol
E_HOMO = -9.84 eV
E = -723.011002 hartree
Frontier orbital gap = 0.362 Ha
Molar mass = 123.18 g/mol

***

[5]
Computed, not measured: C6H11N3O2 in the gas phase in a non-equilibrium geometry, with ωB97M-V/def2-TZVPD.

Element x y z (Å)
O 2.47 -0.09 -1.32
O 2.67 -1.73 0.10
N 0.62 1.10 0.16
N 2.14 -0.67 -0.29
N -1.33 -0.94 -0.61
C -2.32 -1.85 -1.14
C 1.56 2.20 -0.09
C -1.64 0.23 -0.18
C 1.09 -0.13 0.39
C -0.69 1.29 0.02
C 0.47 -0.81 1.57
H -2.46 -2.59 -0.46
H -2.66 0.55 -0.34
H 2.40 1.99 0.57
H -1.22 2.22 0.33
H -3.16 -1.07 -1.30
H -0.40 -1.44 1.37
H 0.42 -0.12 2.31
H 1.80 2.48 -1.09
H -2.07 -2.28 -2.08
H 1.07 3.17 0.25
H 1.25 -1.50 1.84

Results
Energy above the lowest of the compared OMol25 structures with the same formula, charge and spin = 555.6 kJ/mol
E_HOMO (alpha / beta) = -8.13 / -8.02 eV
E = -549.735210 hartree
Frontier orbital gap (alpha / beta) = 0.263 / 0.254 Ha
Molar mass = 157.17 g/mol

***

[6]
Computed, not measured: a molecular structure, C32H34F6GeN5O4S2Sc in a non-equilibrium geometry, with ωB97M-V/def2-TZVPD.

Element x y z (Å)
Ge 1.25 -3.92 0.18
Sc 0.48 0.13 0.13
S 1.75 2.55 -1.02
S 3.54 0.94 -0.23
F 2.07 0.87 1.99
F 1.98 5.04 -0.11
F 2.43 4.82 -2.21
F 3.45 2.52 1.94
F 4.16 0.54 2.39
F 0.38 4.75 -1.52
O 0.96 2.27 0.16
O 1.24 2.03 -2.24
O 2.45 0.07 -0.57
O 4.87 0.46 -0.38
N -0.80 -2.03 -0.04
N -0.56 0.01 -1.96
N -0.15 -0.49 2.29
N 3.29 2.38 -0.79
N -1.56 0.98 0.38
C -0.67 -6.51 -3.38
C -1.49 -2.22 1.14
C 1.17 -5.31 -2.42
C 0.44 -5.05 -1.27
C -1.01 0.61 2.70
C 3.80 -5.27 -0.20
C 0.91 -4.78 1.94
C -1.67 0.96 -2.03
C -1.55 -2.04 -1.21
C 3.32 1.24 1.63
C 0.18 -5.95 2.09
C -0.87 -5.50 -1.21
C -2.14 0.79 1.69
C 5.34 -3.02 -0.60
C 5.92 -4.27 -0.67
C 0.62 -6.02 -3.47
C -0.94 -1.34 -2.39
C 5.14 -5.40 -0.47
C 1.64 4.40 -1.22
C -3.42 -3.04 -0.06
C -2.81 -2.56 -1.23
C 0.62 -2.06 -0.03
C 3.20 -4.02 -0.14
C -0.03 -6.50 3.34
C 3.99 -2.90 -0.33
C -1.41 -6.25 -2.24
C -2.49 0.91 -0.74
C -2.75 -2.76 1.14
C 1.22 -4.71 4.33
C -0.80 -1.80 2.41
C 1.44 -4.18 3.08
C 0.48 -5.88 4.47
H 0.20 0.35 -2.56
H -1.53 -1.79 3.23
H 5.93 -2.13 -0.76
H 1.21 -6.19 -4.36
H 5.59 -6.38 -0.53
H -0.40 1.52 2.72
H -4.38 -3.52 -0.08
H -2.32 0.74 -2.89
H -1.25 1.96 -2.15
H -1.07 1.87 0.35
H 0.99 -1.79 -1.03
H -1.48 -5.27 -0.34
H -1.43 0.44 3.70
H 1.63 -4.23 5.21
H 0.31 -6.30 5.45
H -1.67 -1.32 -3.21
H 2.05 -3.29 2.96
H 0.65 -0.51 2.92
H -2.78 1.64 2.01
H -3.03 -0.04 -0.68
H 2.19 -4.95 -2.49
H -3.35 -2.61 -2.17
H 6.97 -4.37 -0.89
H -3.24 -2.95 2.08
H -0.21 -6.44 1.22
H 3.18 -6.15 -0.05
H -1.09 -7.08 -4.19
H -0.04 -2.55 2.65
H 3.54 -1.92 -0.29
H -2.42 -6.62 -2.16
H -0.59 -7.42 3.44
H -3.23 1.72 -0.74
H -2.77 -0.11 1.68
H -0.05 -1.88 -2.75

Results
Energy above the lowest of the compared OMol25 structures with the same formula, charge and spin = 283.4 kJ/mol
E_HOMO (alpha / beta) = -4.04 / -4.04 eV
E = -6047.695307 hartree
Frontier orbital gap (alpha / beta) = 0.146 / 0.146 Ha
Molar mass = 848.34 g/mol

***

What is the E in the third record? -426.218542 hartree